The following is a DFT calculation (ωB97M-V/def2-TZVPD) of a molecular structure, C17H19NO4S in a non-equilibrium geometry.

As for the charge: 0. Its energy relative to the best compared isomer or geometry (same formula, charge and spin) is 1537.59 kJ/mol. As for the total energy: -38437.878 eV. The value obtained for the HOMO-LUMO gap is 0.3067 Ha.

```
42
Properties=species:S:1:pos:R:3:nbo_charge:R:1
C 5.28940 4.16674 3.87783 -0.23
H 5.89584 4.28071 4.61273 0.19
O 4.84164 2.79757 3.67565 -0.51
C 3.97081 2.65569 2.71844 -0.13
C 3.54540 1.37874 2.76908 -0.04
H 4.50332 0.58354 2.88604 0.19
H 3.06538 0.97436 3.98829 0.21
O 2.83894 0.94750 1.63069 -0.50
C 2.15398 -0.20158 1.73771 0.77
O 2.07015 -1.00256 2.72086 -0.64
C 1.38852 -0.61716 0.59489 -0.08
C 1.15877 0.26837 -0.59078 0.13
C -0.02538 -0.32747 -1.30450 -0.21
C -0.20693 -1.76217 -0.56490 0.25
N 0.50298 -1.53856 0.50433 -0.42
H 0.49346 -2.33728 1.48273 0.43
C -1.31728 -2.65295 -0.86773 -0.43
H -0.65925 -3.55639 -1.31144 0.23
H -1.73416 -3.19541 -0.23517 0.23
C -2.14225 -2.24104 -1.89968 -0.30
C -3.10732 -1.14865 -1.40355 -0.07
C -3.02030 -0.67634 -0.03701 -0.28
C -4.21359 0.14571 0.03395 -0.26
C -5.11572 0.08046 -0.84614 -0.28
S -4.46113 -0.82972 -2.48893 0.26
H -6.14087 0.67117 -1.15887 0.26
H -4.52385 0.99415 0.98095 0.23
H -2.25789 -0.73154 0.42406 0.19
C -1.37052 -1.42313 -2.94939 -0.48
C -0.60762 -0.27704 -2.51976 0.46
O -0.32344 0.70907 -3.30629 -0.61
H -0.66225 -2.00384 -3.64904 0.25
H -2.08099 -1.07685 -3.86223 0.25
H -2.76152 -2.85651 -2.40942 0.24
C 1.58296 1.59955 -0.87236 -0.68
H 1.23079 1.69491 -1.92934 0.27
H 1.44186 2.37628 -0.29093 0.23
H 2.62113 1.26740 -0.83757 0.24
H 4.54237 2.79978 1.78833 0.16
H 3.27013 3.15576 2.90742 0.16
H 5.74189 4.42821 3.03083 0.17
H 4.60305 4.77657 4.18747 0.17
```

The following is a DFT calculation (ωB97M-V/def2-TZVPD) of a single C19H22N2O6S2 molecule in a non-equilibrium geometry.

As for the charge: 0. Its energy relative to the best compared isomer or geometry (same formula, charge and spin) is 57.36 kJ/mol. As for the total energy: -56995.727 eV. The value obtained for the HOMO-LUMO gap is 0.3331 Ha.

```
51
Properties=species:S:1:pos:R:3:nbo_charge:R:1
O -2.88063 -3.40561 -3.67338 -0.59
C -2.07921 -3.83024 -2.87986 0.78
O -2.26222 -4.97892 -2.21980 -0.68
C -0.80978 -3.14631 -2.53093 -0.18
C 0.00330 -3.58206 -1.48647 -0.13
C 1.16721 -2.89912 -1.17983 -0.20
C 1.51598 -1.76691 -1.89884 -0.17
C 0.69642 -1.33652 -2.92596 -0.26
S 1.07757 0.19355 -3.78261 2.30
O 1.22877 -0.02061 -5.18885 -0.93
O 2.11531 0.87925 -3.07925 -0.92
N -0.36438 1.06690 -3.64324 -0.86
C -1.10817 1.00245 -2.47896 0.24
C -2.49661 1.13501 -2.47948 -0.25
C -3.21214 1.00574 -1.30202 -0.18
C -2.56331 0.71431 -0.11230 -0.21
C -1.18682 0.59722 -0.11890 -0.30
S -0.30338 0.16591 1.37756 2.34
O 0.88717 -0.53626 0.97641 -0.95
O -1.21138 -0.49927 2.26637 -0.94
N 0.04070 1.65820 2.00805 -0.70
C -0.43563 1.97045 3.33513 -0.22
C 0.20991 1.15194 4.46555 -0.42
C 1.62521 0.67006 4.14653 -0.41
C 2.55914 1.76035 3.61037 -0.41
C 2.54048 1.83435 2.08401 -0.42
C 1.21352 2.34527 1.51924 -0.21
C -0.45319 0.76406 -1.27218 -0.29
C -0.45456 -2.01376 -3.26000 -0.17
H -3.10701 -5.38013 -2.47880 0.51
H -0.28925 -4.45151 -0.91905 0.24
H 1.79176 -3.22829 -0.36565 0.23
H 2.40162 -1.19971 -1.66185 0.25
H -0.87739 1.13419 -4.50841 0.42
H -3.01158 1.32735 -3.40900 0.21
H -4.28639 1.10784 -1.32000 0.22
H -3.09986 0.55863 0.80882 0.24
H -1.51336 1.79301 3.33591 0.22
H -0.26538 3.03919 3.48899 0.20
H 0.22131 1.76472 5.36997 0.20
H -0.40630 0.27308 4.65716 0.22
H 1.56473 -0.13426 3.41114 0.21
H 2.04352 0.24625 5.06236 0.21
H 3.58188 1.53633 3.92168 0.21
H 2.29187 2.72927 4.03842 0.19
H 2.72638 0.83874 1.67997 0.22
H 3.33324 2.49968 1.73462 0.21
H 1.21767 2.23702 0.43241 0.21
H 1.08945 3.40788 1.75471 0.20
H 0.61910 0.68302 -1.23979 0.25
H -1.08531 -1.68172 -4.06997 0.25
```

The following is a DFT calculation (ωB97M-V/def2-TZVPD) of a molecular structure, C15H28F3O12Ti in a non-equilibrium geometry.

As for the charge: 0. Its energy relative to the best compared isomer or geometry (same formula, charge and spin) is 0.00 kJ/mol. As for the total energy: -71844.480 eV. Its spin multiplicity is 4. The value obtained for the HOMO-LUMO gap (spin up / spin down) is 0.1564 / 0.2985 Ha.

```
59
Properties=species:S:1:pos:R:3:lowdin_spin:R:1
Ti 0.57323 0.37496 0.17394 2.44
C -3.09259 1.03797 2.58830 0.00
C -1.61514 0.79443 2.87302 0.00
O -0.79933 1.03359 1.81709 0.05
H -3.70830 0.70795 3.43317 0.00
H -3.39914 0.46752 1.70805 0.00
H -3.27984 2.10674 2.46071 0.00
H -1.53995 -0.25495 3.24423 0.00
H -1.38470 1.42037 3.76543 0.00
C -1.26632 -3.15072 0.37066 0.00
C -1.28924 -2.57468 1.76833 0.00
O -0.14636 -2.93896 2.56385 0.02
C 1.06286 -2.60300 2.14319 0.06
O 1.34505 -1.93928 1.18039 0.05
C 2.18166 -3.06398 3.10050 0.01
F 2.85761 -2.01212 3.57038 0.01
F 1.72034 -3.77287 4.12967 0.00
F 3.03738 -3.84157 2.42275 0.00
H -0.32699 -2.93609 -0.14301 0.00
H -2.03108 -2.74886 -0.29109 0.00
H -1.32282 -4.24424 0.38104 0.00
H -2.16227 -2.93084 2.30234 0.00
H -1.33493 -1.48114 1.70434 0.00
C 0.58587 3.74409 -2.18822 0.01
O 0.58571 4.24686 -0.85536 0.00
C 1.14634 3.47039 0.04874 0.02
O 1.73232 2.42220 -0.19059 0.07
O 0.95734 4.02058 1.22055 0.00
C 1.36617 3.28449 2.38121 0.01
H 1.60096 3.66349 -2.57959 0.00
H 0.06218 4.49177 -2.77577 0.00
H 0.11729 2.76232 -2.25310 0.01
H 1.78148 2.31996 2.12207 0.01
H 0.50791 3.20484 3.03999 0.00
H 2.11808 3.87021 2.91831 0.00
C 2.86633 1.13180 -3.21078 0.00
O 3.58792 -0.08929 -3.00410 0.01
C 3.17331 -0.82892 -1.98667 0.01
O 2.38964 -0.49182 -1.12734 0.04
O 3.78529 -2.00266 -2.03818 0.00
C 3.45046 -2.89225 -0.99008 0.00
H 1.82755 0.99756 -2.92627 0.00
H 3.01401 1.40010 -4.25235 0.00
H 3.32536 1.92054 -2.61309 0.00
H 3.91555 -2.62414 -0.04128 0.00
H 3.84118 -3.87365 -1.25326 0.00
H 2.37143 -2.95227 -0.87239 0.00
C -2.28917 1.87136 -1.20086 0.04
O -2.79438 0.64212 -1.76458 0.01
C -1.99076 -0.37944 -1.97487 0.02
O -0.82455 -0.49195 -1.67678 0.04
O -2.58927 -1.35293 -2.65858 0.00
C -4.01196 -1.37709 -2.83356 0.00
H -2.81016 2.07869 -0.27383 0.00
H -2.53698 2.68257 -1.88909 0.00
H -1.22323 1.84025 -0.96849 0.03
H -4.52916 -0.78276 -2.08186 0.00
H -4.33321 -2.40548 -2.70491 0.00
H -4.25598 -0.97177 -3.81236 0.00
```